{"formula": "C15H17N3O5", "method": "ωB97M-V/def2-TZVPD", "gap_ha": 0.30219, "smiles": "N[C@@H](CC(=O)O)C(=O)N[C@@H](Cc1c[nH]c2ccccc12)C(=O)O", "de_lowest_kcal_mol": 62.6, "total_energy_ev": -30538.378, "elements": ["N", "C", "C", "C", "O", "O", "C", "O", "N", "C", "C", "C", "C", "N", "C", "C", "C", "C", "C", "C", "C", "O", "O", "H", "H", "H", "H", "H", "H", "H", "H", "H", "H", "H", "H", "H", "H", "H", "H", "H"], "positions_angstrom": [[2.9664, 1.9411, -1.0710], [2.2672, 2.2045, 0.2326], [1.0372, 3.1668, -0.0097], [0.0603, 2.4089, -0.8146], [0.2290, 1.1972, -1.2418], [-0.8662, 3.1894, -1.2745], [1.9473, 0.8726, 1.0941], [1.9226, 0.7562, 2.3118], [1.9420, -0.1995, 0.2714], [1.7982, -1.6018, 0.7181], [0.4467, -1.9116, 1.3729], [-0.6833, -1.8550, 0.4914], [-0.9530, -2.6314, -0.5887], [-2.2104, -2.2878, -1.1529], [-2.6911, -1.1976, -0.4256], [-3.7243, -0.3713, -0.6370], [-3.9746, 0.6974, 0.1795], [-3.1603, 0.9823, 1.2274], [-2.0337, 0.1197, 1.3842], [-1.8021, -0.9767, 0.6266], [2.1341, -2.5780, -0.3624], [1.8901, -3.7306, -0.2477], [2.5761, -2.0231, -1.4539], [2.4796, 1.2700, -1.6075], [3.9325, 1.6015, -0.9901], [2.9380, 2.6109, 0.9136], [0.7677, 3.3834, 1.0143], [1.1243, 4.1145, -0.5791], [-1.5684, 2.6981, -1.7705], [1.8184, -0.1360, -0.7192], [2.5597, -1.7138, 1.5413], [0.4019, -2.9884, 1.7111], [0.2070, -1.3580, 2.3002], [-0.4774, -3.5505, -0.6923], [-2.3497, -2.6272, -2.1022], [-4.2688, -0.4326, -1.5501], [-4.8173, 1.3365, -0.0721], [-3.2755, 1.8951, 1.7792], [-1.4509, 0.4312, 2.3038], [2.8608, -2.7065, -2.1109]]}


{"formula": "C19H46BF19N5O7P2", "method": "ωB97M-V/def2-TZVPD", "gap_ha": 0.06613, "total_charge": 1, "de_lowest_kcal_mol": 257.2, "total_energy_ev": -113114.622, "elements": ["C", "C", "O", "N", "H", "H", "C", "H", "H", "H", "H", "H", "H", "C", "C", "O", "N", "H", "H", "C", "H", "H", "H", "H", "H", "H", "C", "C", "O", "N", "H", "H", "C", "H", "H", "H", "H", "H", "H", "C", "C", "O", "N", "H", "H", "C", "H", "H", "H", "H", "H", "H", "C", "C", "O", "N", "H", "H", "C", "H", "H", "H", "H", "H", "H", "C", "O", "O", "C", "F", "F", "F", "C", "C", "H", "H", "H", "H", "H", "H", "P", "F", "F", "F", "F", "F", "F", "P", "F", "F", "F", "F", "F", "F", "B", "F", "F", "F", "F"], "positions_angstrom": [[5.4100, 7.0953, 1.8304], [5.2423, 5.9140, 0.8182], [6.0503, 5.0015, 0.7321], [3.8648, 5.7785, 0.0916], [3.4927, 4.8405, 0.1347], [3.2184, 6.3334, 0.6341], [3.8733, 6.2287, -1.3444], [4.8144, 6.9975, 2.7380], [5.1541, 8.0397, 1.3500], [6.4729, 7.3062, 1.9486], [2.8902, 6.2845, -1.8117], [4.4869, 5.4766, -1.8404], [4.4171, 7.1464, -1.5686], [-6.3039, 3.6891, 0.2820], [-6.3084, 4.8617, -0.6544], [-6.4076, 4.7084, -1.8772], [-5.8729, 6.1949, -0.0855], [-6.6530, 6.7352, 0.2606], [-5.3085, 6.0721, 0.7431], [-5.0839, 7.0524, -1.0373], [-5.3658, 3.1412, 0.1931], [-7.1228, 2.9698, 0.2815], [-6.0730, 4.0537, 1.2830], [-5.7343, 7.2811, -1.8816], [-4.1548, 6.5963, -1.3790], [-4.7564, 7.9867, -0.5813], [-4.4695, 1.2225, -7.7987], [-3.0498, 1.2889, -7.2915], [-2.4678, 2.3693, -7.0447], [-2.3224, -0.0431, -6.8254], [-1.6469, 0.2005, -6.1151], [-3.1166, -0.5691, -6.4898], [-1.6615, -0.8449, -7.9268], [-5.1083, 0.6732, -7.1071], [-4.5500, 0.8771, -8.8294], [-4.9027, 2.2217, -7.8433], [-2.4191, -0.9717, -8.7001], [-1.3215, -1.7575, -7.4372], [-0.9191, -0.0762, -8.1415], [-4.6761, -6.9939, 7.2218], [-4.5395, -5.4968, 7.0480], [-4.8835, -4.7192, 7.9094], [-3.6678, -4.9825, 5.9215], [-2.9720, -4.4158, 6.3850], [-3.1744, -5.7706, 5.5271], [-4.3049, -4.1523, 4.7161], [-3.8045, -7.4554, 7.6859], [-4.8553, -7.5290, 6.2893], [-5.5941, -7.1179, 7.7963], [-4.9628, -3.3813, 5.1171], [-4.9572, -4.8247, 4.1589], [-3.4424, -3.8990, 4.0996], [4.9833, -2.7735, -0.2517], [4.2874, -3.9028, 0.3559], [4.8116, -4.5995, 1.1409], [2.8057, -4.2978, 0.0741], [2.5230, -4.9856, 0.7575], [2.2363, -3.4711, 0.1856], [2.5905, -4.8745, -1.3130], [5.9750, -2.9398, -0.6722], [5.0558, -2.0307, 0.5427], [4.3593, -2.3223, -1.0232], [2.9335, -4.2040, -2.1009], [1.5138, -4.8676, -1.4823], [2.9460, -5.9047, -1.3350], [2.8751, 0.0690, 7.1023], [4.2769, -0.0453, 7.4837], [2.2088, -0.9819, 7.7880], [2.2569, 1.5412, 7.2758], [2.7197, 2.3904, 6.3945], [0.9345, 1.4934, 7.2493], [2.5581, 2.0290, 8.4951], [5.2207, 0.9736, 7.0882], [6.5271, 0.2783, 7.0936], [7.3453, 0.9958, 7.1550], [6.6569, -0.3253, 7.9918], [6.6403, -0.4259, 6.2693], [5.2276, 1.7541, 7.8490], [5.0730, 1.5249, 6.1596], [2.7738, -0.1519, 6.0397], [-6.2436, -4.8172, -3.5553], [-6.1874, -3.2521, -3.2668], [-7.1558, -4.4216, -4.8785], [-4.9381, -4.5471, -4.4275], [-6.3089, -6.4455, -3.8595], [-5.2173, -5.0990, -2.3340], [-7.4555, -4.8755, -2.4839], [6.0992, -2.5913, -7.7496], [7.2864, -1.4634, -7.8462], [6.8266, -3.6293, -8.7597], [6.6795, -3.2791, -6.4959], [4.7942, -3.6037, -7.6409], [5.2952, -1.5150, -6.8848], [5.3687, -1.9703, -9.0695], [0.0784, 0.7610, -0.9442], [-0.6006, 1.9082, -0.6578], [0.6888, 0.8722, -2.1071], [1.0455, 0.6814, 0.0449], [-0.8233, -0.2952, -0.9821]]}


{"formula": "C7H11NO", "method": "ωB97M-V/def2-TZVPD", "gap_ha": 0.31969, "de_lowest_kcal_mol": 154.3, "total_energy_ev": -10968.586, "elements": ["C", "C", "C", "C", "C", "C", "C", "H", "H", "H", "H", "H", "H", "H", "H", "H", "H", "H", "N", "O"], "positions_angstrom": [[1.1348, 0.8163, 0.2954], [0.7692, -0.6628, 0.9488], [1.4341, -1.2001, -0.3975], [0.6747, -0.0012, -0.9778], [-1.6822, 0.3640, -0.6540], [-1.7285, -0.0459, 0.8465], [-0.5736, -1.0970, 0.4356], [0.9307, 2.6794, 0.8536], [2.2195, 0.7183, 0.5186], [1.1712, -1.4868, 1.9188], [1.0058, -2.1564, -0.3893], [2.5809, -1.2245, -0.1229], [0.8914, 0.3096, -1.9012], [-1.5513, 1.3898, -0.7749], [-2.5427, -0.1085, -1.2600], [-2.5603, -0.5662, 1.2322], [-1.2850, 0.6664, 1.4591], [-0.8770, -2.0590, 0.5464], [-0.5485, -0.5018, -0.8935], [0.4607, 2.0389, 0.1490]]}


We obtain HOMO energy values of -7.8; -6.2; -8.1 eV for the records listed above, in that order.